[1]
{
  "formula": "C41H100F6N9O17S6",
  "method": "ωB97M-V/def2-TZVPD",
  "elements": ["C", "C", "N", "C", "C", "C", "C", "C", "O", "C", "H", "H", "H", "H", "H", "H", "H", "H", "H", "H", "H", "H", "H", "H", "H", "H", "H", "H", "H", "H", "C", "C", "N", "C", "C", "C", "C", "C", "O", "C", "H", "H", "H", "H", "H", "H", "H", "H", "H", "H", "H", "H", "H", "H", "H", "H", "H", "H", "H", "H", "C", "C", "N", "C", "C", "C", "C", "C", "O", "C", "H", "H", "H", "H", "H", "H", "H", "H", "H", "H", "H", "H", "H", "H", "H", "H", "H", "H", "H", "H", "C", "C", "O", "N", "H", "H", "C", "H", "H", "H", "H", "H", "H", "C", "C", "O", "N", "H", "H", "C", "H", "H", "H", "H", "H", "H", "C", "C", "C", "C", "N", "C", "C", "C", "C", "C", "C", "C", "H", "H", "H", "H", "H", "H", "H", "H", "H", "H", "H", "H", "H", "H", "H", "H", "H", "H", "H", "H", "H", "H", "H", "H", "N", "S", "O", "O", "F", "S", "O", "O", "F", "N", "S", "O", "O", "F", "S", "O", "O", "F", "N", "S", "O", "O", "F", "S", "O", "O", "F"],
  "positions_angstrom": [[5.79, 2.10, -1.13], [4.41, 1.36, -1.39], [4.09, 1.35, -2.91], [5.07, 0.56, -3.81], [2.74, 0.61, -3.21], [2.51, -0.79, -2.50], [3.86, 2.78, -3.51], [3.36, 3.93, -2.59], [2.27, 3.60, -1.78], [2.12, 4.23, -0.57], [6.63, 1.44, -1.34], [5.98, 2.30, -0.07], [5.94, 3.13, -1.46], [3.47, 1.65, -0.92], [4.53, 0.30, -1.19], [5.01, 0.69, -4.89], [5.06, -0.50, -3.55], [6.02, 0.96, -3.44], [2.67, 0.67, -4.30], [2.08, 1.33, -2.72], [1.56, -1.16, -2.88], [2.42, -0.65, -1.42], [3.29, -1.50, -2.74], [3.18, 2.77, -4.36], [4.84, 3.01, -3.92], [3.08, 4.68, -3.33], [4.21, 4.26, -1.98], [1.31, 3.74, -0.02], [1.97, 5.31, -0.63], [2.98, 4.11, 0.09], [4.90, -6.56, -1.28], [3.75, -6.65, -2.35], [2.32, -6.12, -1.89], [2.35, -4.86, -1.05], [1.59, -5.76, -3.25], [0.17, -5.19, -3.16], [1.44, -7.29, -1.27], [2.05, -7.98, -0.12], [2.96, -9.07, -0.40], [3.03, -9.97, 0.70], [5.88, -6.87, -1.64], [4.72, -7.31, -0.52], [5.10, -5.57, -0.87], [3.49, -7.69, -2.56], [4.00, -6.12, -3.27], [2.96, -4.22, -1.69], [2.96, -4.96, -0.15], [1.36, -4.47, -0.80], [1.73, -6.60, -3.93], [2.23, -5.02, -3.74], [-0.48, -5.90, -2.65], [-0.43, -5.19, -4.07], [0.21, -4.19, -2.72], [1.22, -8.00, -2.07], [0.50, -6.83, -0.94], [1.23, -8.26, 0.53], [2.60, -7.24, 0.48], [2.30, -10.76, 0.87], [3.16, -9.43, 1.64], [3.87, -10.49, 0.25], [0.88, -0.81, 5.64], [1.15, -0.93, 7.15], [-0.21, -1.30, 7.96], [-1.42, -0.55, 7.29], [-0.56, -2.85, 7.97], [0.47, -3.67, 8.83], [-0.07, -0.62, 9.35], [-1.15, -0.88, 10.33], [-0.60, -0.75, 11.65], [-1.42, -1.11, 12.78], [0.21, -0.03, 5.28], [0.39, -1.65, 5.14], [1.89, -0.77, 5.24], [1.53, 0.02, 7.50], [1.85, -1.68, 7.52], [-1.72, -0.93, 6.31], [-1.15, 0.51, 7.26], [-2.36, -0.67, 7.84], [-0.72, -3.20, 6.96], [-1.60, -3.00, 8.27], [0.42, -4.75, 8.71], [0.38, -3.36, 9.88], [1.54, -3.49, 8.70], [0.13, 0.44, 9.28], [0.96, -0.74, 9.66], [-1.44, -1.93, 10.22], [-2.08, -0.36, 10.12], [-2.23, -0.38, 12.83], [-0.97, -1.19, 13.77], [-1.99, -1.97, 12.43], [-6.96, 2.02, 0.63], [-5.66, 2.17, 1.40], [-5.36, 3.19, 2.05], [-4.54, 1.15, 1.10], [-4.55, 0.92, 0.12], [-3.62, 1.56, 1.18], [-4.74, -0.08, 2.05], [-7.54, 1.75, 1.51], [-6.93, 1.20, -0.09], [-7.41, 2.90, 0.17], [-4.80, 0.24, 3.10], [-3.76, -0.55, 2.02], [-5.57, -0.72, 1.75], [1.18, -1.40, 1.49], [0.75, -0.15, 0.71], [1.42, 0.90, 0.52], [-0.74, -0.07, 0.26], [-1.21, -0.86, 0.66], [-1.21, 0.73, 0.67], [-0.99, 0.03, -1.23], [1.52, -2.28, 0.95], [0.43, -1.69, 2.22], [2.12, -1.12, 1.98], [-0.45, 0.94, -1.54], [-2.06, 0.13, -1.36], [-0.47, -0.84, -1.61], [2.85, 7.43, -4.28], [1.69, 7.14, -5.30], [0.49, 6.40, -4.64], [-0.60, 6.21, -5.73], [-1.66, 5.19, -5.14], [-2.80, 4.92, -6.18], [-3.96, 4.39, -5.29], [-3.91, 5.30, -4.01], [-2.47, 5.86, -3.99], [-1.07, 3.86, -4.57], [-0.25, 3.14, -5.60], [-0.30, 1.64, -5.35], [3.60, 8.08, -4.72], [3.39, 6.50, -4.06], [2.48, 7.84, -3.35], [2.13, 6.63, -6.15], [1.39, 8.12, -5.68], [0.03, 6.75, -3.72], [0.92, 5.42, -4.41], [-0.12, 5.64, -6.52], [-1.06, 7.17, -5.94], [-2.38, 4.21, -6.88], [-3.01, 5.85, -6.71], [-3.96, 3.32, -5.08], [-4.89, 4.57, -5.83], [-4.03, 4.71, -3.11], [-4.74, 6.00, -3.91], [-1.91, 5.68, -3.07], [-2.45, 6.91, -4.26], [-1.92, 3.26, -4.26], [-0.64, 3.96, -3.57], [0.75, 3.54, -5.48], [-0.33, 3.35, -6.67], [0.35, 1.13, -6.06], [-1.28, 1.20, -5.46], [-0.02, 1.44, -4.31], [-4.78, 0.33, -1.46], [-4.80, -1.17, -1.92], [-3.86, -1.64, -2.97], [-6.14, -1.77, -1.77], [-4.05, -1.67, -0.61], [-4.84, 0.91, -3.14], [-5.70, 0.27, -4.06], [-3.54, 1.46, -3.45], [-5.67, 2.28, -2.75], [-1.69, -2.40, 1.50], [-2.05, -2.97, 2.77], [-0.89, -3.59, 3.35], [-3.44, -3.43, 3.10], [-2.02, -1.48, 3.56], [-1.63, -3.98, 0.77], [-2.85, -4.70, 0.40], [-0.49, -4.86, 0.94], [-1.27, -3.33, -0.65], [-1.78, 2.28, 1.08], [-1.59, 3.84, 0.39], [-1.16, 3.69, -1.03], [-1.15, 5.07, 1.08], [-3.15, 4.08, 0.14], [-1.60, 2.87, 2.51], [-2.76, 3.50, 3.12], [-0.29, 3.15, 3.12], [-1.71, 1.34, 3.10]],
  "lumo_ev": -6.45,
  "total_charge": 3,
  "e_tot_ha": -6381.00691
}


[2]
{
  "formula": "C41H103N5O6",
  "method": "ωB97M-V/def2-TZVPD",
  "elements": ["C", "O", "H", "H", "H", "C", "C", "N", "C", "C", "C", "C", "C", "O", "C", "H", "H", "H", "H", "H", "H", "H", "H", "H", "H", "H", "H", "H", "H", "H", "H", "H", "H", "H", "H", "C", "C", "N", "C", "C", "C", "C", "C", "O", "C", "H", "H", "H", "H", "H", "H", "H", "H", "H", "H", "H", "H", "H", "H", "H", "H", "H", "H", "H", "H", "C", "C", "N", "C", "C", "C", "C", "C", "O", "C", "H", "H", "H", "H", "H", "H", "H", "H", "H", "H", "H", "H", "H", "H", "H", "H", "H", "H", "H", "H", "C", "C", "N", "C", "C", "C", "C", "C", "O", "C", "H", "H", "H", "H", "H", "H", "H", "H", "H", "H", "H", "H", "H", "H", "H", "H", "H", "H", "H", "H", "C", "C", "N", "C", "C", "C", "C", "C", "O", "C", "H", "H", "H", "H", "H", "H", "H", "H", "H", "H", "H", "H", "H", "H", "H", "H", "H", "H", "H", "H"],
  "positions_angstrom": [[-0.80, 1.23, -1.41], [-1.67, 0.51, -0.53], [-1.26, 2.11, -1.86], [0.08, 1.58, -0.87], [-0.41, 0.55, -2.17], [-4.10, -3.30, 2.40], [-3.97, -2.32, 3.56], [-3.43, -0.93, 3.06], [-1.89, -1.27, 2.88], [-4.16, -0.29, 1.77], [-5.60, 0.18, 2.13], [-3.46, 0.08, 4.31], [-3.22, 1.54, 4.07], [-1.85, 1.76, 3.84], [-1.42, 3.08, 4.12], [-4.65, -3.06, 1.49], [-4.50, -4.22, 2.81], [-3.05, -3.39, 2.14], [-3.36, -2.55, 4.43], [-5.00, -2.09, 3.85], [-1.34, -0.33, 2.89], [-1.75, -1.56, 1.84], [-1.50, -1.99, 3.60], [-4.16, -1.17, 1.12], [-3.47, 0.46, 1.39], [-5.59, 0.79, 3.03], [-6.34, -0.61, 2.27], [-5.90, 0.85, 1.32], [-2.78, -0.32, 5.06], [-4.50, 0.06, 4.63], [-3.57, 2.05, 4.96], [-3.84, 1.98, 3.29], [-1.49, 3.31, 5.19], [-2.07, 3.61, 3.43], [-0.33, 3.15, 4.03], [-5.81, -1.85, -5.27], [-5.92, -0.54, -4.49], [-4.59, -0.01, -3.80], [-4.13, -1.10, -2.74], [-3.40, 0.27, -4.84], [-3.79, 1.14, -6.04], [-4.79, 1.34, -3.10], [-5.80, 1.46, -1.87], [-7.15, 1.06, -2.01], [-8.01, 1.93, -2.63], [-5.46, -2.67, -4.64], [-4.97, -1.64, -5.94], [-6.67, -2.17, -5.87], [-6.72, -0.45, -3.76], [-6.25, 0.22, -5.20], [-4.27, -2.16, -2.95], [-4.68, -1.08, -1.81], [-3.13, -0.74, -2.50], [-3.02, -0.70, -5.15], [-2.58, 0.74, -4.31], [-2.96, 1.17, -6.75], [-3.92, 2.17, -5.71], [-4.60, 0.67, -6.59], [-5.26, 2.04, -3.79], [-3.82, 1.66, -2.72], [-5.63, 2.48, -1.54], [-5.42, 0.84, -1.06], [-8.26, 2.87, -2.13], [-8.97, 1.42, -2.54], [-7.59, 2.11, -3.62], [4.40, -3.11, 4.15], [4.21, -1.66, 4.54], [2.90, -1.27, 5.24], [2.81, -2.19, 6.50], [2.96, 0.30, 5.61], [1.66, 0.94, 6.27], [1.63, -1.60, 4.34], [1.66, -1.25, 2.78], [2.15, -0.02, 2.43], [1.18, 0.95, 2.54], [4.88, -3.62, 4.99], [5.11, -3.18, 3.32], [3.45, -3.59, 3.91], [4.26, -1.02, 3.66], [5.02, -1.24, 5.13], [2.75, -3.18, 6.05], [1.95, -1.81, 7.04], [3.77, -2.04, 7.00], [3.06, 0.93, 4.73], [3.83, 0.57, 6.21], [1.82, 2.01, 6.28], [1.48, 0.63, 7.30], [0.77, 0.60, 5.74], [0.75, -1.31, 4.92], [1.49, -2.68, 4.43], [0.74, -1.52, 2.25], [2.41, -1.99, 2.50], [1.56, 1.97, 2.57], [0.52, 0.93, 3.41], [0.52, 0.78, 1.69], [5.19, 5.32, 0.03], [4.36, 4.93, -1.15], [3.77, 3.45, -1.13], [2.50, 3.34, -0.12], [3.14, 3.13, -2.54], [2.02, 3.95, -2.96], [4.81, 2.33, -0.82], [6.01, 2.30, -1.69], [5.75, 1.17, -2.53], [6.76, 0.82, -3.41], [4.70, 5.00, 0.95], [5.29, 6.40, 0.12], [6.21, 4.94, 0.03], [4.98, 5.10, -2.03], [3.54, 5.61, -1.37], [1.80, 4.14, -0.37], [2.84, 3.49, 0.90], [1.99, 2.38, -0.16], [2.94, 2.06, -2.52], [3.98, 3.29, -3.22], [2.07, 5.03, -2.81], [1.05, 3.66, -2.55], [1.83, 3.96, -4.04], [4.21, 1.42, -0.83], [5.07, 2.67, 0.18], [6.94, 2.18, -1.13], [6.25, 3.23, -2.19], [6.98, 1.72, -3.97], [6.60, -0.04, -4.06], [7.69, 0.63, -2.88], [2.71, -0.56, -4.05], [3.17, -1.97, -3.66], [2.42, -2.48, -2.42], [3.10, -3.82, -2.20], [2.56, -1.70, -1.07], [4.10, -1.36, -0.75], [0.86, -2.64, -2.82], [-0.18, -3.41, -1.86], [0.30, -4.69, -1.39], [-0.67, -5.26, -0.51], [2.76, 0.17, -3.23], [1.64, -0.67, -4.23], [3.09, -0.14, -4.98], [4.25, -2.04, -3.57], [2.90, -2.72, -4.41], [2.75, -4.32, -3.09], [2.80, -4.40, -1.33], [4.18, -3.67, -2.27], [2.22, -2.42, -0.32], [1.91, -0.83, -0.93], [4.02, -0.74, 0.14], [4.47, -0.74, -1.57], [4.75, -2.21, -0.56], [0.83, -3.22, -3.74], [0.35, -1.70, -3.05], [-1.05, -3.33, -2.51], [-0.51, -2.77, -1.04], [-0.31, -6.15, 0.01], [-1.66, -5.50, -0.90], [-0.74, -4.60, 0.35]],
  "e_above_lowest_ev": 6.869,
  "lumo_ev": -7.52,
  "total_charge": 4,
  "e_tot_ha": -2347.45318
}